# 1
A cluster of 13 separate species, C34H101N19O13 in total at a distorted geometry. Source: OMol25; level of theory: ωB97M-V/def2-TZVPD.

Electronic energy   -3374.33079 hartree
Highest occupied orbital energy   -8.888 eV
Energy relative to the best compared isomer or geometry (same formula, charge and spin)   923.3 kJ/mol
Spin multiplicity   1

Last column: Löwdin charge in e.
Atoms and positions in Å:
C  -0.143  -4.639  7.666  -0.797
O  -0.128  -5.459  6.762  0.034
N  -0.492  -3.407  7.528  0.144
N  -0.046  -4.809  8.950  0.151
H  -0.516  -2.737  8.283  0.113
H  -0.634  -3.151  6.561  0.127
H  0.342  -5.669  9.310  0.122
H  -0.029  -3.949  9.479  0.105
C  4.618  1.887  -4.733  -0.816
O  4.124  2.185  -3.628  -0.010
N  5.333  2.680  -5.447  0.163
N  4.477  0.740  -5.261  0.172
H  5.537  3.618  -5.132  0.121
H  5.910  2.387  -6.223  0.114
H  4.685  0.561  -6.233  0.123
H  3.808  0.261  -4.675  0.132
C  2.904  6.685  0.205  -0.854
O  3.064  7.688  0.856  0.035
N  2.112  5.717  0.585  0.165
N  3.357  6.523  -0.951  0.174
H  1.753  5.692  1.528  0.122
H  2.027  4.915  -0.024  0.106
H  3.407  5.570  -1.283  0.119
H  4.054  7.199  -1.228  0.132
C  -0.599  0.019  1.204  -0.771
O  -1.247  0.357  2.186  0.010
N  0.701  0.191  1.141  0.156
N  -1.106  -0.589  0.144  0.159
H  1.114  0.895  1.736  0.122
H  1.122  -0.220  0.320  0.103
H  -0.444  -0.977  -0.513  0.104
H  -2.082  -0.847  0.128  0.117
C  0.206  -4.215  -5.049  -0.745
O  0.563  -3.379  -4.210  -0.004
N  0.094  -5.520  -4.724  0.145
N  0.001  -3.957  -6.307  0.163
H  0.099  -5.799  -3.753  0.112
H  -0.321  -6.160  -5.386  0.095
H  -0.394  -4.659  -6.916  0.112
H  0.084  -2.980  -6.549  0.122
C  4.824  4.505  6.086  -0.832
O  3.958  3.798  5.578  0.017
N  5.597  4.175  7.042  0.161
N  5.039  5.718  5.770  0.167
H  5.615  3.227  7.391  0.126
H  6.304  4.787  7.423  0.114
H  5.800  6.207  6.220  0.115
H  4.526  6.088  4.983  0.132
C  -6.447  -1.249  -4.950  -0.072
C  -7.592  -1.054  -5.997  -0.418
C  -7.053  -1.130  -7.464  -0.176
O  -7.972  -0.332  -8.270  -0.195
C  -7.303  0.243  -9.403  -0.102
N  -8.673  -2.005  -5.808  0.035
H  -6.888  -1.425  -3.969  0.067
H  -5.755  -0.422  -4.792  0.065
H  -5.691  -1.976  -5.248  0.068
H  -7.984  -0.051  -5.826  0.131
H  -7.054  -2.130  -7.897  0.120
H  -6.001  -0.845  -7.447  0.107
H  -7.549  1.304  -9.435  0.086
H  -7.652  -0.393  -10.217  0.084
H  -6.222  0.105  -9.411  0.072
H  -8.809  -2.034  -4.807  0.060
H  -8.300  -2.900  -6.089  0.067
C  8.593  0.587  0.847  -0.047
C  9.715  1.554  0.336  -0.408
C  10.576  1.109  -0.903  -0.168
O  11.293  -0.073  -0.498  -0.190
C  12.254  -0.466  -1.411  -0.149
N  9.103  2.841  0.025  0.001
H  8.955  -0.327  1.319  0.070
H  7.940  0.458  -0.016  0.074
H  8.041  1.123  1.618  0.066
H  10.431  1.852  1.102  0.130
H  11.312  1.879  -1.135  0.116
H  9.891  0.963  -1.738  0.120
H  12.917  0.320  -1.773  0.084
H  11.766  -0.929  -2.269  0.084
H  12.870  -1.253  -0.977  0.087
H  8.719  3.369  0.795  0.067
H  8.271  2.739  -0.539  0.061
C  -2.225  3.046  8.446  -0.080
C  -1.672  4.447  8.226  -0.414
C  -0.768  4.782  9.418  -0.242
O  -1.499  5.050  10.587  -0.160
C  -0.781  5.937  11.412  -0.120
N  -1.113  4.632  6.860  0.043
H  -1.405  2.335  8.557  0.076
H  -2.824  2.697  7.605  0.072
H  -2.838  3.024  9.347  0.078
H  -2.558  5.078  8.280  0.132
H  -0.125  5.601  9.096  0.113
H  0.069  4.104  9.582  0.125
H  -1.361  6.122  12.317  0.088
H  -0.526  6.886  10.941  0.088
H  0.159  5.494  11.741  0.084
H  -1.472  3.863  6.312  0.054
H  -0.151  4.332  6.793  0.062
C  -4.932  -7.352  2.154  -0.068
C  -5.126  -5.869  1.751  -0.451
C  -5.845  -4.951  2.792  -0.222
O  -5.869  -3.636  2.291  -0.184
C  -6.418  -2.756  3.297  -0.087
N  -3.804  -5.416  1.587  0.015
H  -5.942  -7.758  2.113  0.065
H  -4.495  -7.569  3.129  0.079
H  -4.452  -7.934  1.368  0.076
H  -5.569  -5.838  0.755  0.137
H  -5.349  -5.043  3.758  0.125
H  -6.825  -5.414  2.902  0.120
H  -7.467  -2.959  3.513  0.085
H  -6.249  -1.761  2.884  0.089
H  -5.906  -2.806  4.257  0.083
H  -3.908  -4.412  1.546  0.064
H  -3.356  -5.632  2.466  0.074
C  1.510  0.917  -12.331  -0.075
C  0.618  0.419  -11.186  -0.401
C  0.584  1.458  -10.014  -0.177
O  -0.051  0.731  -8.925  -0.219
C  -0.611  1.595  -7.946  -0.112
N  -0.781  0.283  -11.642  0.031
H  1.147  1.832  -12.801  0.071
H  1.700  0.277  -13.192  0.076
H  2.458  1.269  -11.923  0.068
H  1.026  -0.534  -10.847  0.134
H  0.035  2.368  -10.257  0.124
H  1.617  1.659  -9.731  0.115
H  -1.097  1.037  -7.145  0.086
H  -1.397  2.202  -8.395  0.083
H  0.144  2.244  -7.503  0.086
H  -1.273  0.364  -10.764  0.048
H  -1.087  1.129  -12.101  0.063
C  4.573  -5.453  1.776  -0.056
C  4.732  -6.926  2.276  -0.412
C  5.476  -7.294  3.588  -0.203
O  6.629  -6.488  3.749  -0.181
C  7.358  -6.804  4.936  -0.103
N  3.400  -7.485  2.343  0.010
H  5.518  -5.173  1.309  0.070
H  4.272  -4.797  2.592  0.079
H  3.808  -5.303  1.015  0.066
H  5.161  -7.498  1.453  0.123
H  5.548  -8.381  3.547  0.124
H  4.870  -7.147  4.482  0.115
H  8.379  -6.423  4.907  0.088
H  7.474  -7.880  5.068  0.078
H  6.747  -6.519  5.793  0.084
H  2.994  -7.368  3.260  0.065
H  2.829  -6.824  1.835  0.051
C  -6.163  4.462  0.207  -0.077
C  -7.090  5.242  1.116  -0.427
C  -8.550  5.166  0.561  -0.169
O  -9.172  3.880  0.766  -0.191
C  -9.125  3.010  -0.314  -0.140
N  -7.009  4.696  2.452  0.029
H  -5.168  4.894  0.316  0.077
H  -6.484  4.569  -0.829  0.071
H  -6.165  3.385  0.377  0.074
H  -6.885  6.305  1.244  0.135
H  -8.755  5.424  -0.478  0.115
H  -9.145  5.901  1.103  0.114
H  -8.158  2.535  -0.480  0.074
H  -9.554  3.419  -1.229  0.088
H  -9.774  2.205  0.032  0.089
H  -6.089  4.801  2.858  0.072
H  -7.109  3.692  2.393  0.065

# 2
A structure of composition C34H22AuF2N4OS3. Source: OMol25; level of theory: ωB97M-V/def2-TZVPD.

Net charge   -1
Electronic energy   -3133.16462 hartree
Highest occupied orbital energy   -5.395 eV
Energy relative to the best compared isomer or geometry (same formula, charge and spin)   0.2 kJ/mol
Spin multiplicity   1

Last column: Löwdin charge in e.
Atoms and positions in Å:
Au  0.443  -0.559  0.236  0.895
F  -3.479  -1.006  3.851  0.029
C  -2.762  -0.164  3.057  -0.291
C  -1.713  -0.666  2.317  -0.088
C  -0.987  0.168  1.455  -0.285
C  -1.351  1.532  1.423  -0.190
C  -2.400  1.982  2.204  -0.242
F  -2.762  3.290  2.142  0.053
C  -3.146  1.162  3.027  0.046
C  -0.634  2.486  0.530  -0.261
C  0.053  3.576  1.058  -0.015
C  0.757  4.407  0.207  -0.077
C  0.755  4.129  -1.151  -0.083
C  0.024  3.038  -1.590  -0.136
N  -0.666  2.238  -0.782  0.110
H  -1.486  -1.722  2.393  0.097
H  -3.979  1.537  3.603  0.124
H  0.039  3.746  2.127  0.117
H  1.313  5.251  0.597  0.103
H  1.311  4.734  -1.854  0.097
H  -0.008  2.787  -2.645  0.106
O  1.809  -1.299  -1.125  -0.406
C  3.157  -1.181  -0.880  -0.675
C  3.558  0.272  -0.605  -0.465
C  3.507  0.946  0.579  -0.148
C  3.809  2.328  0.449  -0.197
C  4.085  2.679  -0.837  -0.441
S  3.975  1.335  -1.890  1.045
C  3.888  -1.660  -2.138  -0.498
C  3.350  -1.730  -3.385  -0.127
C  4.291  -2.138  -4.373  -0.192
C  5.525  -2.371  -3.850  -0.435
S  5.551  -2.105  -2.157  1.033
C  3.586  -2.058  0.289  -0.505
C  4.689  -2.013  1.089  -0.159
C  4.750  -3.103  2.002  -0.197
C  3.686  -3.942  1.867  -0.431
S  2.613  -3.427  0.638  1.047
H  3.242  0.465  1.510  0.110
H  3.812  3.026  1.275  0.096
H  4.348  3.653  -1.218  0.055
H  2.310  -1.499  -3.557  0.114
H  4.055  -2.261  -5.421  0.093
H  6.413  -2.704  -4.363  0.052
H  5.425  -1.223  1.030  0.110
H  5.536  -3.240  2.732  0.090
H  3.468  -4.826  2.446  0.053
N  -6.283  4.037  -0.929  0.140
C  -5.796  3.008  -0.769  -0.189
C  -5.210  1.711  -0.561  -0.233
C  -3.894  1.464  -0.936  -0.013
C  -3.333  0.217  -0.730  -0.005
C  -4.095  -0.791  -0.150  -0.180
C  -5.416  -0.548  0.223  -0.005
C  -5.971  0.699  0.024  -0.029
N  -3.536  -2.068  0.067  -0.022
C  -3.895  -2.959  1.061  -0.084
C  -3.123  -4.060  0.860  -0.156
N  -2.304  -3.885  -0.230  0.067
C  -2.560  -2.685  -0.668  -0.169
H  -3.283  2.251  -1.357  0.114
H  -2.288  0.055  -0.960  0.084
H  -6.005  -1.344  0.656  0.110
H  -6.994  0.896  0.314  0.116
H  -4.588  -2.695  1.839  0.109
H  -3.101  -4.967  1.441  0.091
H  -2.088  -2.203  -1.508  0.123